(1)
11
Properties=species:S:1:pos:R:3:nbo_charge:R:1 method="wB97M-V/def2-TZVPD" lumo_energy_ev=-0.8 smiles="OC(=S)c1nc[nH]n1" total_charge=0 multiplicity=1 max_force_ev_per_a=5.45 homo_lumo_gap_ev=7.942
O 2.272 1.429 0.210 -0.637
C 1.804 0.089 -0.021 0.188
S 3.094 -1.023 -0.179 -0.009
C 0.350 -0.178 0.076 0.168
N -0.482 0.848 -0.210 -0.488
C -1.667 0.261 -0.251 0.199
N -1.586 -1.067 -0.071 -0.372
N -0.269 -1.381 0.240 -0.211
H 1.418 1.841 0.009 0.486
H -2.609 0.880 -0.377 0.225
H -2.325 -1.699 0.572 0.452



(2)
41
Properties=species:S:1:pos:R:3:nbo_charge:R:1 method="wB97M-V/def2-TZVPD" lumo_energy_ev=-5.8 total_charge=+1 multiplicity=1 max_force_ev_per_a=3.91 homo_lumo_gap_ev=6.147
C 2.976 1.062 -3.977 -0.629
C 2.005 0.093 -3.372 -0.075
O 2.493 -0.370 -2.082 -0.499
C 1.669 -1.331 -1.597 0.736
C 1.955 -1.758 -0.257 -0.371
N 1.218 -2.781 0.182 0.109
N 0.658 -3.623 0.729 0.083
O 0.726 -1.789 -2.249 -0.649
H 2.509 1.470 -4.876 0.220
H 3.210 1.894 -3.306 0.214
H 3.891 0.550 -4.286 0.225
H 1.038 0.586 -3.214 0.174
H 1.854 -0.769 -4.032 0.207
H 2.772 -1.336 0.326 0.266
C -0.958 -0.999 5.835 -0.659
C -1.067 -0.792 4.361 0.134
C -1.744 -1.733 3.570 -0.244
C -1.863 -1.541 2.211 -0.062
C -1.300 -0.397 1.549 -0.216
C -1.484 -0.320 0.148 0.123
C -1.194 0.705 -0.789 -0.103
C -1.553 0.437 -2.150 -0.089
C -1.329 1.349 -3.163 -0.232
C -0.713 2.579 -2.874 -0.095
C -0.357 2.878 -1.554 -0.229
C -0.606 1.977 -0.525 -0.115
C -0.590 0.528 2.376 -0.024
C -0.491 0.326 3.745 -0.254
H -0.441 -0.158 6.301 0.232
H -1.945 -1.100 6.301 0.252
H -0.404 -1.915 6.071 0.253
H -2.170 -2.620 4.046 0.242
H -2.373 -2.281 1.591 0.229
H -1.974 -1.193 -0.288 0.227
H -2.007 -0.531 -2.364 0.236
H -1.609 1.092 -4.188 0.246
H -0.517 3.289 -3.677 0.242
H 0.118 3.835 -1.324 0.242
H -0.355 2.256 0.492 0.211
H -0.099 1.391 1.942 0.205
H 0.050 1.043 4.369 0.237



(3)
18
Properties=species:S:1:pos:R:3:nbo_charge:R:1 method="wB97M-V/def2-TZVPD" lumo_energy_ev="-4.5 / -4.6" total_charge=+1 multiplicity=1 max_force_ev_per_a=4.90 homo_lumo_gap_ev="8.041 / 7.214"
C -1.828 -0.524 -0.749 -0.218
C -1.492 0.542 0.331 -0.265
C -0.357 -0.011 1.201 -0.301
C -0.037 -1.212 0.593 -0.056
C -0.198 1.164 0.269 -0.193
C 2.269 1.223 -0.240 -0.768
N -0.620 -1.481 -0.711 -0.554
S 0.704 1.341 -1.084 0.438
H -2.608 -1.088 -0.389 0.230
H -1.853 0.007 -1.794 0.259
H -2.414 0.911 0.745 0.275
H -0.409 0.161 2.311 0.281
H 0.863 -1.669 0.982 0.234
H 2.069 0.476 0.543 0.229
H 2.696 2.136 0.204 0.261
H 3.026 1.014 -1.029 0.251
H -1.066 -2.425 -0.747 0.456
H 0.084 -1.452 -1.499 0.441



(4)
12
Properties=species:S:1:pos:R:3:nbo_charge:R:1 method="wB97M-V/def2-TZVPD" lumo_energy_ev=0.4 smiles=NP(#[PH2])[PH]#[PH2] total_charge=0 multiplicity=1 max_force_ev_per_a=3.12 homo_lumo_gap_ev=8.316
N -1.465 1.458 0.510 -1.187
P -0.542 0.407 -0.466 0.476
P -1.430 -1.415 0.491 0.001
P 1.298 0.445 0.799 -0.074
P 2.531 -0.623 -0.662 -0.004
H -2.373 1.698 0.204 0.385
H -1.083 2.400 0.593 0.383
H -2.296 -1.571 -0.772 0.009
H -0.559 -2.225 -0.213 -0.024
H 1.834 2.060 0.606 0.024
H 2.507 -1.716 0.187 -0.008
H 3.838 -0.108 -0.438 0.020



(5)
12
Properties=species:S:1:pos:R:3:nbo_charge:R:1 method="wB97M-V/def2-TZVPD" lumo_energy_ev=0.7 smiles="O=C=O.CCO" total_charge=0 multiplicity=1 max_force_ev_per_a=0.83 homo_lumo_gap_ev=11.339
O -1.888 -0.132 -1.639 -0.529
C -1.919 -1.060 -0.932 1.047
O -2.023 -1.980 -0.223 -0.526
C 0.409 0.900 0.973 -0.641
C 0.970 0.329 -0.319 -0.066
O 0.683 -1.052 -0.476 -0.729
H 0.528 1.988 1.002 0.222
H 0.925 0.484 1.847 0.202
H -0.659 0.673 1.067 0.206
H 0.507 0.816 -1.183 0.185
H 2.053 0.509 -0.375 0.160
H 0.722 -1.481 0.388 0.469



(6)
14
Properties=species:S:1:pos:R:3:nbo_charge:R:1 method="wB97M-V/def2-TZVPD" lumo_energy_ev="-1.5 / -0.9" total_charge=0 multiplicity=1 max_force_ev_per_a=1.87 homo_lumo_gap_ev="8.157 / 8.745"
C -1.888 -0.109 0.361 -0.481
C 1.766 0.785 0.434 -0.639
N 0.324 0.263 -1.466 -0.438
C 0.468 0.276 -0.123 0.449
O 0.941 -1.507 -0.348 -0.747
N -0.644 0.576 0.568 -0.247
H 0.129 -2.023 -0.470 0.442
H -0.591 -0.129 -1.702 0.320
H -1.876 -0.924 -0.378 0.173
H -2.184 -0.545 1.323 0.239
H -2.676 0.600 0.094 0.226
H 2.590 0.425 -0.178 0.241
H 1.888 0.437 1.457 0.229
H 1.752 1.876 0.429 0.231



(7)
10
Properties=species:S:1:pos:R:3:nbo_charge:R:1 method="wB97M-V/def2-TZVPD" lumo_energy_ev="4.3 / 3.8" total_charge=-1 multiplicity=3 max_force_ev_per_a=4.24 homo_lumo_gap_ev="3.945 / 7.965"
N 0.611 -0.882 0.804 -0.620
O -0.813 -1.018 0.184 -0.994
Si 1.794 -0.199 -0.215 0.991
Si -1.957 0.118 0.275 1.051
H 2.103 -0.654 -1.745 -0.227
H 3.025 -0.335 0.557 -0.261
H 1.860 1.359 -0.304 -0.218
H -3.096 -0.430 -0.528 -0.213
H -1.818 0.709 1.549 -0.232
H -1.709 1.332 -0.578 -0.277



(8)
49
Properties=species:S:1:pos:R:3:nbo_charge:R:1 method="wB97M-V/def2-TZVPD" lumo_energy_ev=-7.5 total_charge=+2 multiplicity=1 max_force_ev_per_a=1.70 homo_lumo_gap_ev=6.456
Sn -0.729 -2.227 0.156 1.389
Br 2.405 3.378 -3.943 0.157
C 1.200 2.065 -3.332 -0.055
C -0.084 1.972 -3.870 -0.209
C -0.983 1.049 -3.381 -0.201
C -0.614 0.174 -2.345 0.138
C 0.695 0.257 -1.854 -0.208
C 1.592 1.186 -2.323 -0.219
N -1.450 -0.755 -1.734 -0.541
C -2.664 -0.945 -2.128 0.141
C -3.559 -1.874 -1.479 0.113
C -4.892 -1.965 -1.885 -0.172
C -5.735 -2.868 -1.257 -0.111
C -5.217 -3.668 -0.247 -0.202
C -3.882 -3.520 0.105 0.071
N -3.073 -2.643 -0.483 -0.562
H -0.376 2.637 -4.667 0.254
H -1.973 1.036 -3.807 0.221
H 0.987 -0.442 -1.074 0.193
H 2.591 1.244 -1.921 0.242
H -3.076 -0.419 -2.983 0.214
H -5.257 -1.325 -2.673 0.249
H -6.769 -2.948 -1.554 0.258
H -5.834 -4.391 0.258 0.259
H -3.443 -4.137 0.884 0.221
Br -1.145 -3.164 3.270 0.125
C -1.770 -1.393 3.733 -0.505
Br -2.105 -0.364 2.114 0.117
H -1.003 -0.887 4.318 0.263
H -2.705 -1.481 4.286 0.265
O 3.442 5.028 0.870 -0.699
C 3.751 4.381 2.057 0.083
N 3.786 2.931 1.870 -0.603
C 2.667 2.199 1.980 0.653
O 1.588 2.646 2.319 -0.616
C 2.778 0.727 1.656 -0.153
C 3.939 -0.024 1.492 -0.100
C 3.816 -1.377 1.206 -0.228
C 2.554 -1.933 1.085 0.040
N 1.435 -1.215 1.231 -0.565
C 1.557 0.075 1.521 0.071
H 2.488 5.039 0.731 0.480
H 3.028 4.586 2.856 0.198
H 4.749 4.710 2.355 0.196
H 4.618 2.550 1.448 0.401
H 4.919 0.418 1.574 0.238
H 4.691 -1.993 1.070 0.254
H 2.414 -2.989 0.858 0.213
H 0.647 0.657 1.636 0.233



(9)
12
Properties=species:S:1:pos:R:3:nbo_charge:R:1 method="wB97M-V/def2-TZVPD" lumo_energy_ev="0.8 / -1.9" total_charge=0 multiplicity=3 max_force_ev_per_a=6.63 homo_lumo_gap_ev="6.549 / 6.981"
C 1.239 -0.675 -0.380 -0.423
C -1.107 -0.037 0.898 -0.229
C -0.219 -0.902 -0.754 -0.207
C 0.363 0.484 -0.688 -0.135
N -0.443 1.083 0.325 -0.413
I 0.295 2.604 1.519 0.028
H 1.501 -0.970 0.649 0.240
H 1.957 -0.805 -1.188 0.239
H -2.188 -0.002 0.657 0.207
H -0.999 -0.472 1.818 0.206
H -1.050 -1.461 -1.337 0.261
H 0.649 1.154 -1.518 0.226



(10)
70
Properties=species:S:1:pos:R:3:nbo_charge:R:1 method="wB97M-V/def2-TZVPD" lumo_energy_ev=2.0 total_charge=-1 multiplicity=1 max_force_ev_per_a=2.78 homo_lumo_gap_ev=5.987
K -0.154 -0.493 0.670 0.828
Se 2.564 2.577 -0.044 0.137
Se 1.926 1.349 1.805 0.330
C 3.088 -0.178 1.565 0.052
C 4.329 -0.164 0.927 -0.277
C 5.131 -1.288 1.026 -0.167
C 4.682 -2.396 1.740 -0.290
C 3.424 -2.331 2.308 0.047
N 2.649 -1.239 2.236 -0.480
C 0.807 2.922 -0.752 0.095
C 0.694 3.526 -1.999 -0.276
C -0.571 3.881 -2.434 -0.159
C -1.671 3.640 -1.616 -0.287
C -1.454 3.021 -0.396 0.060
N -0.230 2.666 0.032 -0.464
H 4.648 0.700 0.371 0.224
H 6.105 -1.305 0.550 0.210
H 5.293 -3.282 1.846 0.214
H 3.001 -3.178 2.847 0.201
H 1.575 3.697 -2.602 0.216
H -0.698 4.343 -3.405 0.208
H -2.672 3.922 -1.925 0.215
H -2.279 2.801 0.275 0.212
N 1.806 -2.315 -0.518 -0.836
C 0.630 -2.404 -1.403 -0.186
C 0.749 -3.597 -2.359 -0.387
C -0.337 -3.844 -3.424 -0.416
C -1.766 -4.050 -2.900 -0.229
N -2.455 -2.863 -2.367 -0.595
C -2.759 -1.781 -3.066 0.704
N -2.555 -1.753 -4.409 -0.785
N -3.352 -0.757 -2.483 -0.787
C 0.435 -0.983 -2.050 0.772
O -0.007 -0.908 -3.237 -0.797
O 0.706 -0.022 -1.286 -0.799
H 2.594 -1.987 -1.058 0.359
H 2.042 -3.232 -0.162 0.353
H -0.241 -2.598 -0.759 0.208
H 0.808 -4.489 -1.725 0.191
H 1.702 -3.503 -2.886 0.200
H -0.074 -4.760 -3.965 0.202
H -0.288 -3.018 -4.124 0.221
H -1.749 -4.770 -2.089 0.231
H -2.381 -4.464 -3.705 0.192
H -2.697 -2.877 -1.362 0.465
H -1.811 -2.346 -4.727 0.404
H -2.473 -0.827 -4.789 0.398
H -3.843 -0.824 -1.555 0.456
H -3.581 0.055 -3.026 0.397
C 0.693 5.752 1.911 -0.660
C 0.073 4.745 2.829 0.353
N 0.435 3.491 2.958 -0.477
C -0.420 2.930 3.900 -0.093
C -1.301 3.863 4.347 -0.106
N -0.978 5.025 3.659 -0.538
H 1.475 5.260 1.336 0.253
H 1.138 6.583 2.471 0.212
H -0.049 6.164 1.218 0.218
H -0.341 1.885 4.181 0.234
H -2.103 3.824 5.071 0.217
H -1.433 5.910 3.748 0.405
Se -2.431 -3.773 1.056 -0.815
Sb -2.526 -1.980 2.697 1.289
Se -5.084 -0.490 0.616 -0.621
Se -3.567 -2.201 4.829 -0.675
Se -3.082 0.244 1.484 -0.294
O -0.504 -2.521 3.475 -0.731
C 0.080 -1.361 3.532 0.662
O -0.338 -0.346 2.926 -0.753
H 0.972 -1.279 4.165 0.138



(11)
88
Properties=species:S:1:pos:R:3:lowdin_charge:R:1 method="wB97M-V/def2-TZVPD" lumo_energy_ev=-4.9 total_charge=+1 multiplicity=1 max_force_ev_per_a=7.20 homo_lumo_gap_ev=4.620
C 1.333 3.029 -2.746 0.006
C 0.300 2.260 -3.532 -0.551
O -0.630 2.845 -4.044 0.061
N 0.446 0.882 -3.599 0.057
C -0.575 0.278 -4.483 -0.171
C -0.158 0.499 -5.969 -0.171
C -1.281 1.131 -6.803 -0.176
C -0.687 1.921 -7.984 -0.125
C 0.359 1.170 -8.757 -0.224
C 0.167 -0.200 -9.068 0.065
C 1.127 -0.840 -9.813 0.027
C 2.253 -0.111 -10.194 0.012
N 2.322 1.156 -9.828 0.065
N 1.427 1.844 -9.142 0.182
H 0.882 3.470 -1.860 0.090
H 1.734 3.824 -3.369 0.084
H 2.115 2.344 -2.415 0.077
H 1.378 0.664 -3.931 0.131
H -0.553 -0.790 -4.273 0.114
H -1.576 0.631 -4.279 0.095
H 0.738 1.122 -5.969 0.113
H 0.089 -0.485 -6.376 0.102
H -1.865 1.832 -6.214 0.116
H -1.916 0.349 -7.222 0.110
H -0.227 2.843 -7.627 0.128
H -1.441 2.239 -8.711 0.135
H -0.712 -0.726 -8.730 0.136
H 1.039 -1.883 -10.079 0.133
H 3.056 -0.531 -10.780 0.150
H 3.150 1.674 -10.105 0.189
O -1.307 -0.935 -1.426 -0.314
P -1.982 -0.927 -0.080 0.698
N -2.658 -2.521 -0.167 -0.304
C -3.886 -2.981 0.451 -0.131
C -1.679 -3.598 -0.298 -0.139
N -3.152 0.273 -0.475 -0.325
C -4.577 0.077 -0.326 -0.137
C -2.811 1.101 -1.625 -0.138
N -2.270 -0.738 1.625 -0.261
C -1.975 0.640 2.109 -0.122
C -1.416 -1.614 2.465 -0.120
H -3.842 -3.052 1.548 0.078
H -4.130 -3.977 0.077 0.081
H -4.739 -2.365 0.186 0.048
H -1.127 -3.793 0.631 0.067
H -0.947 -3.358 -1.070 0.067
H -2.163 -4.528 -0.600 0.078
H -4.989 -0.560 -1.120 0.085
H -5.097 1.039 -0.374 0.080
H -4.828 -0.342 0.647 0.070
H -2.969 0.564 -2.569 0.073
H -1.780 1.440 -1.589 0.061
H -3.440 1.995 -1.639 0.086
H -0.935 0.914 1.911 0.082
H -2.152 0.715 3.182 0.077
H -2.615 1.384 1.645 0.071
H -0.359 -1.501 2.212 0.089
H -1.679 -2.666 2.371 0.062
H -1.541 -1.383 3.522 0.078
O 2.518 -2.119 5.412 -0.303
P 2.475 -0.909 6.302 0.693
N 0.768 -0.638 6.331 -0.300
C 0.058 0.622 6.441 -0.133
C -0.014 -1.721 6.928 -0.142
N 3.228 0.169 5.176 -0.336
C 2.700 1.468 4.815 -0.149
C 3.879 -0.429 4.019 -0.143
N 2.851 0.230 7.571 -0.272
C 4.309 0.485 7.731 -0.121
C 2.392 -0.219 8.912 -0.127
H 0.146 1.103 7.426 0.079
H -1.008 0.473 6.259 0.076
H 0.357 1.343 5.686 0.047
H 0.082 -1.761 8.022 0.067
H 0.299 -2.692 6.541 0.072
H -1.076 -1.630 6.694 0.074
H 1.848 1.387 4.125 0.075
H 3.471 2.062 4.315 0.078
H 2.408 2.047 5.690 0.072
H 3.158 -0.729 3.248 0.079
H 4.462 -1.301 4.300 0.070
H 4.577 0.286 3.574 0.077
H 4.863 -0.430 7.956 0.087
H 4.464 1.194 8.546 0.082
H 4.736 0.934 6.842 0.070
H 2.752 -1.220 9.160 0.088
H 1.305 -0.216 8.981 0.059
H 2.744 0.471 9.676 0.081



(12)
89
Properties=species:S:1:pos:R:3:lowdin_charge:R:1 method="wB97M-V/def2-TZVPD" lumo_energy_ev=0.3 smiles=CCOPC(F)(F)C(F)F.CC(C)O.CC(C)O.CC(C)O.CC(C)O.CC(C)O.CC(C)O total_charge=0 multiplicity=1 max_force_ev_per_a=2.95 homo_lumo_gap_ev=9.388
C 5.372 -0.876 -0.307 -0.103
C 4.655 0.086 -1.353 -0.307
O 4.106 -0.589 -2.521 -0.428
P 2.898 -1.733 -2.151 1.035
C 1.730 -1.122 -0.793 -0.518
F 0.683 -2.074 -0.718 0.004
F 2.300 -1.108 0.514 -0.014
C 1.035 0.271 -1.071 -0.235
F -0.114 0.366 -0.247 0.011
F 0.529 0.254 -2.383 0.014
H 6.327 -1.290 -0.744 0.087
H 5.632 -0.255 0.607 0.071
H 4.731 -1.729 0.053 0.041
H 5.480 0.766 -1.754 0.123
H 3.909 0.798 -0.860 0.102
H 3.566 -2.877 -1.569 -0.019
H 1.674 1.170 -0.857 0.162
C -2.250 -1.359 -4.668 -0.062
C -3.443 -1.019 -3.789 -0.495
C -3.703 0.478 -3.762 -0.059
O -3.201 -1.482 -2.461 -0.058
H -1.340 -0.884 -4.289 0.072
H -2.068 -2.437 -4.667 0.079
H -2.411 -1.033 -5.699 0.079
H -4.331 -1.540 -4.157 0.137
H -2.842 1.016 -3.353 0.083
H -4.553 0.708 -3.119 0.053
H -3.909 0.862 -4.765 0.084
H -2.418 -1.028 -2.126 0.076
C 3.303 -0.678 3.701 -0.067
C 4.426 -1.589 3.232 -0.491
C 4.991 -2.410 4.380 -0.062
O 5.467 -0.800 2.653 -0.085
H 3.663 0.032 4.452 0.085
H 2.916 -0.088 2.869 0.065
H 2.482 -1.254 4.133 0.081
H 4.054 -2.257 2.451 0.130
H 5.411 -1.760 5.155 0.081
H 5.804 -3.052 4.030 0.079
H 4.221 -3.039 4.833 0.081
H 5.804 -0.205 3.334 0.095
C 2.136 -6.376 -3.837 -0.062
C 2.652 -5.778 -2.538 -0.505
C 2.731 -6.827 -1.439 -0.063
O 1.789 -4.720 -2.125 -0.109
H 1.126 -6.777 -3.707 0.082
H 2.075 -5.610 -4.614 0.081
H 2.787 -7.180 -4.189 0.080
H 3.642 -5.343 -2.702 0.133
H 1.741 -7.243 -1.227 0.082
H 3.093 -6.381 -0.509 0.079
H 3.400 -7.644 -1.719 0.080
H 0.911 -5.092 -1.978 0.093
C -1.047 0.016 4.102 -0.059
C -0.364 1.055 4.978 -0.496
C -1.199 2.321 5.087 -0.061
O 0.914 1.373 4.430 -0.065
H -1.186 0.395 3.084 0.078
H -0.431 -0.883 4.023 0.075
H -2.023 -0.262 4.506 0.080
H -0.194 0.640 5.975 0.138
H -1.344 2.779 4.104 0.076
H -0.692 3.062 5.710 0.080
H -2.180 2.112 5.521 0.080
H 0.776 1.741 3.549 0.085
C -5.381 1.286 0.076 -0.055
C -5.500 2.672 -0.538 -0.497
C -6.723 3.407 -0.014 -0.062
O -5.588 2.556 -1.958 -0.068
H -6.253 0.672 -0.173 0.084
H -4.505 0.765 -0.318 0.074
H -5.294 1.342 1.164 0.081
H -4.601 3.250 -0.316 0.115
H -7.641 2.867 -0.266 0.081
H -6.802 4.396 -0.472 0.078
H -6.677 3.528 1.071 0.081
H -6.380 2.045 -2.166 0.088
C -2.527 5.338 -1.057 -0.057
C -1.804 5.759 0.213 -0.496
C -0.344 6.083 -0.062 -0.066
O -1.885 4.709 1.176 -0.062
H -2.075 4.436 -1.482 0.085
H -3.570 5.099 -0.842 0.064
H -2.498 6.130 -1.809 0.083
H -2.299 6.633 0.645 0.139
H 0.182 5.207 -0.453 0.077
H 0.165 6.373 0.860 0.079
H -0.249 6.898 -0.784 0.080
H -1.451 3.932 0.804 0.080



Number 1: electronic energy -753.7522 a.u.. Number 2: electronic energy -956.9881 a.u.. Number 3: electronic energy -687.1337 a.u.. Number 4: electronic energy -1424.2823 a.u.. Number 5: electronic energy -343.6546 a.u.. Number 6: electronic energy -303.6812 a.u.. Number 7: electronic energy -712.3845 a.u.. Number 8: electronic energy -9078.8696 a.u.. Number 9: electronic energy -508.1892 a.u.. Number 10: electronic energy -16805.6335 a.u.. Number 11: electronic energy -2270.3673 a.u.. Number 12: electronic energy -2138.6448 a.u..